{"formula": "C30H23N5O4OsS2", "method": "ωB97M-V with the def2-TZVPD basis set", "energy_ev": -71249.0397, "total_charge": 2, "homo_lumo_gap_ev": [6.3986, 6.3446], "de_lowest_kj_mol": 9.81, "homo_energy_ev": [-14.618, -14.614], "multiplicity": 1, "elements": ["Os", "C", "C", "C", "C", "C", "C", "N", "C", "C", "C", "C", "C", "N", "C", "C", "C", "C", "C", "C", "N", "H", "H", "H", "H", "H", "H", "H", "H", "H", "H", "H", "H", "H", "H", "H", "O", "C", "O", "C", "C", "C", "C", "C", "N", "H", "H", "H", "H", "O", "S", "O", "N", "C", "S", "C", "C", "C", "C", "C", "C", "H", "H", "H", "H"], "coordinates": [[-0.32967, -0.01872, -0.86570], [-1.92596, -1.18761, 2.01042], [-1.11502, -2.21076, 1.27842], [-0.89466, -3.44811, 1.87969], [-0.15651, -4.42432, 1.24535], [0.30584, -4.17312, -0.03694], [0.04115, -2.95166, -0.61108], [-0.62159, -1.95315, 0.04988], [0.31173, -2.65857, -2.02701], [0.73885, -3.50836, -3.02845], [0.63667, -3.05955, -4.34304], [0.02283, -1.84987, -4.63906], [-0.38544, -1.04648, -3.58537], [-0.12321, -1.43731, -2.33840], [-1.26731, 0.13464, -3.62726], [-1.64340, 0.72811, -4.80565], [-2.61960, 1.71545, -4.77552], [-3.21172, 2.01584, -3.57155], [-2.78384, 1.40024, -2.39469], [-3.48581, 1.72192, -1.11527], [-1.78445, 0.50143, -2.40986], [-2.49475, -1.67602, 2.79851], [-2.62131, -0.67672, 1.34619], [-1.28762, -0.43800, 2.48284], [-1.32035, -3.62684, 2.85691], [0.02920, -5.37625, 1.72373], [0.84543, -4.92608, -0.59297], [1.10534, -4.50161, -2.81418], [0.97087, -3.69802, -5.14969], [-0.16088, -1.56475, -5.66433], [-1.18788, 0.42553, -5.73723], [-2.93096, 2.20948, -5.68562], [-4.01734, 2.73424, -3.51302], [-4.53264, 1.93612, -1.32305], [-3.06295, 2.60929, -0.64423], [-3.44006, 0.88889, -0.41527], [2.74040, 0.71867, -3.12846], [2.07882, 0.59936, -2.14653], [0.78784, 1.00967, -2.07037], [2.54723, -0.01208, -0.86202], [3.88158, -0.18189, -0.56463], [4.22052, -0.69764, 0.67692], [3.20554, -1.02670, 1.56361], [1.89116, -0.83855, 1.18618], [1.56505, -0.33543, -0.00831], [4.61949, 0.10636, -1.30055], [5.25740, -0.82685, 0.95484], [3.42208, -1.39795, 2.55423], [1.08350, -1.05106, 1.87244], [3.31973, 1.56560, 3.17640], [2.54286, 2.68339, 2.73580], [3.15242, 3.90866, 2.35831], [1.61540, 2.11190, 1.41906], [0.38986, 2.07200, 1.74833], [-0.87980, 1.59442, 0.58430], [0.01183, 2.54583, 3.10258], [-1.23455, 2.63957, 3.69779], [-1.30039, 3.13084, 4.99789], [-0.15006, 3.51526, 5.67734], [1.10559, 3.42106, 5.07973], [1.14938, 2.93272, 3.79427], [-2.13643, 2.35633, 3.16935], [-2.26090, 3.22293, 5.48604], [-0.23049, 3.89971, 6.68493], [2.00197, 3.72456, 5.60306]], "atomic_forces_ev_per_a": [[0.073, 1.114, 1.081], [-0.014, -0.026, 0.046], [-0.082, 0.073, -0.004], [0.016, 0.001, 0.004], [-0.004, 0.008, -0.015], [0.012, -0.027, 0.034], [0.073, 0.019, 0.036], [-0.072, -0.201, -0.340], [-0.004, -0.007, -0.036], [-0.023, -0.008, -0.007], [-0.012, -0.011, -0.028], [-0.007, -0.016, 0.011], [-0.063, -0.007, 0.000], [0.063, -0.070, -0.067], [0.019, 0.059, 0.025], [0.008, -0.013, -0.035], [-0.017, -0.001, -0.008], [0.009, 0.013, 0.013], [-0.035, -0.097, 0.033], [-0.032, 0.002, -0.006], [-0.040, 0.004, -0.055], [-0.010, 0.001, -0.012], [0.022, 0.001, -0.015], [0.000, -0.002, -0.008], [0.000, 0.003, -0.002], [0.005, 0.001, 0.003], [-0.003, 0.005, -0.003], [-0.002, 0.005, 0.008], [0.008, 0.007, 0.000], [0.007, 0.002, 0.003], [-0.010, -0.003, 0.001], [0.003, 0.007, 0.003], [0.003, 0.003, -0.003], [-0.003, -0.015, -0.004], [-0.014, 0.002, -0.008], [0.028, 0.011, -0.003], [-0.005, 0.069, 0.040], [0.082, 0.188, 0.238], [-0.129, -0.616, -0.537], [0.002, 0.049, -0.047], [0.013, 0.018, -0.035], [-0.048, -0.013, 0.028], [0.052, 0.033, -0.030], [0.002, 0.096, 0.018], [-0.027, -0.247, 0.085], [0.006, -0.006, 0.004], [0.000, 0.006, 0.008], [0.017, -0.004, 0.004], [-0.017, -0.033, -0.033], [-0.044, 0.024, -0.010], [0.115, -0.052, 0.016], [-0.013, 0.006, -0.006], [-0.053, -0.034, -0.156], [-0.010, -0.008, 0.192], [0.236, -0.246, -0.372], [-0.083, -0.071, -0.025], [0.003, -0.002, 0.009], [-0.008, -0.005, -0.007], [0.006, 0.000, -0.004], [-0.014, 0.007, -0.005], [0.014, -0.003, -0.013], [-0.001, 0.004, -0.003], [0.001, 0.001, -0.001], [0.001, -0.002, -0.001], [0.000, 0.001, -0.002]], "nbo_charge": [1.120, -0.659, 0.266, -0.217, -0.100, -0.201, 0.159, -0.440, 0.257, -0.210, -0.101, -0.186, 0.222, -0.471, 0.176, -0.198, -0.098, -0.215, 0.288, -0.662, -0.463, 0.257, 0.238, 0.238, 0.253, 0.258, 0.250, 0.251, 0.258, 0.255, 0.245, 0.254, 0.250, 0.258, 0.255, 0.221, -0.483, 0.748, -0.622, 0.079, -0.171, -0.108, -0.185, 0.052, -0.424, 0.271, 0.256, 0.257, 0.212, -0.906, 2.286, -0.857, -0.631, 0.111, 0.217, -0.076, -0.189, -0.181, -0.156, -0.145, -0.332, 0.227, 0.241, 0.246, 0.255]}